1.
Computed, not measured: 9 unconnected molecules or ions with the total composition H18O9 in a non-equilibrium geometry, with ωB97M-V with the def2-TZVPD basis set.

The total energy comes out at -687.915782 a.u. Its SMILES is O.O.O.O.O.O.O.O.O. The lowest unoccupied orbital energy is -0.713 eV. As for the net charge: 0. The calculation puts the HOMO energy at -0.354 Eh.

Structure (XYZ):
```
27
Properties=species:S:1:pos:R:3:forces:R:3
O 0.7463 0.2390 2.0787 -0.4 0.0 0.5
H 0.2983 -0.1360 -0.3463 -0.3 -0.2 -0.6
H 2.8673 -1.3480 -0.9243 -0.1 0.0 -1.6
O 1.4163 2.3520 0.4377 1.7 0.8 0.0
H -2.5387 -0.6220 0.7387 0.9 1.3 0.8
H 1.4673 -0.3290 2.3467 0.3 -0.3 0.1
O -1.7367 1.1110 1.2217 2.1 -2.4 -0.6
O -2.0017 -0.7230 -1.9083 -2.0 -0.5 0.5
H 1.7703 0.9290 -2.8703 1.1 0.7 0.2
H 0.4453 0.4320 -2.7333 -1.8 -0.3 1.0
O 3.0353 -1.5630 -0.0243 -0.2 -0.8 0.8
H -2.9307 -2.0020 0.3837 0.0 -0.8 -0.2
H -0.7177 0.9920 -0.3273 0.2 0.1 -0.5
H -2.6687 -0.7710 -1.1423 1.3 0.1 -1.8
O -3.2407 -1.1030 0.3477 -1.5 -0.7 0.2
H 3.2263 -0.7100 0.3347 0.4 0.9 0.7
H 1.1313 -1.9130 0.1037 2.2 -0.4 0.3
H -0.9437 0.7200 1.6947 -1.2 0.6 -0.6
H 0.7593 2.6400 1.0507 -0.7 0.3 0.3
H -0.0847 -1.6910 0.9837 0.0 -0.1 0.6
H -2.0647 1.8060 1.7307 -1.0 1.8 1.3
H -1.2757 -0.2090 -1.5683 0.2 0.0 -0.2
O 0.2003 -1.8670 0.0917 -2.0 0.1 -0.4
H 1.0113 1.7180 -0.1563 -0.4 -0.2 -0.3
H 0.7343 0.9390 2.7417 0.3 0.0 0.0
O -0.0127 0.6140 -0.9023 0.1 0.5 1.2
O 1.1073 0.4960 -3.3833 1.0 -0.3 -1.5
```
Positions in Å, forces in eV/Å.

Atomic partial charges in e from the Löwdin method, atoms 1 to 6: O -0.04; H 0.03; H 0.04; O -0.05; H -0.02; H 0.07


2.
Computed, not measured: 9 unconnected molecules or ions with the total composition H18O9 in a non-equilibrium geometry, with ωB97M-V with the def2-TZVPD basis set.

The total energy comes out at -687.873936 a.u. Its SMILES is O.O.O.O.O.O.O.O.O. The lowest unoccupied orbital energy is 0.067 eV. As for the net charge: 0. The calculation puts the HOMO energy at -0.375 Eh.

Structure (XYZ):
```
27
Properties=species:S:1:pos:R:3:forces:R:3
O -1.8773 1.2188 -0.5527 -2.1 -5.7 -1.1
H -0.5923 -0.4092 3.4713 0.1 -0.5 -0.5
H -0.5633 3.9268 0.0493 0.1 1.4 0.1
O -0.4523 2.9948 0.0343 2.9 -0.7 2.8
H 2.8357 0.8088 1.3403 -0.6 -5.1 -0.6
H -1.5893 2.0768 -0.5697 0.7 3.4 0.9
H -3.8653 -2.4492 -1.1817 1.7 1.2 2.3
O 3.0347 -1.2442 1.2593 -1.6 0.2 1.5
H 0.9777 -2.1422 -1.1487 -0.9 1.4 0.6
H 3.4387 2.0158 0.7003 1.3 0.7 -2.2
H -1.1643 0.5008 -2.9697 0.2 -1.1 -0.3
H 0.3557 -0.1542 0.7103 -0.1 -0.7 -0.5
O 0.1137 -0.6112 -0.1227 -1.0 1.2 0.5
O -0.7163 -0.3052 -3.3127 -0.7 0.2 -0.1
H -1.1873 0.8658 3.1903 -0.6 1.6 0.3
H -3.3113 -1.1822 -0.1037 0.0 -4.5 -1.7
H -2.6063 0.9328 0.0073 0.2 1.2 0.0
O -3.2143 -2.2342 -0.4037 -1.8 3.2 -0.6
H 0.1777 2.7718 0.8463 -1.9 0.6 -2.7
H 3.8977 -1.2782 1.6373 1.0 0.0 -0.2
O -1.0013 0.0688 2.7343 0.5 -1.0 0.2
H -1.4083 -0.9432 -3.5887 0.5 0.8 0.4
H 2.1097 -2.7022 -2.0117 -0.8 -0.2 0.5
O 2.9787 1.6818 1.4163 -0.9 4.5 2.9
H -0.7503 -0.1282 -0.3317 1.6 -0.8 -0.1
H 3.0147 -1.1282 0.3283 0.5 -0.2 -1.3
O 1.3647 -2.9522 -1.4267 1.6 -1.2 -1.0
```
Positions in Å, forces in eV/Å.

Atomic partial charges in e from the Löwdin method, atoms 1 to 6: O -0.04; H 0.06; H 0.04; O -0.06; H -0.08; H -0.06


3.
Computed, not measured: 9 unconnected molecules or ions with the total composition H18O9 in a non-equilibrium geometry, with ωB97M-V with the def2-TZVPD basis set.

The total energy comes out at -687.927918 a.u. Its SMILES is O.O.O.O.O.O.O.O.O. The lowest unoccupied orbital energy is -0.235 eV. As for the net charge: 0. The calculation puts the HOMO energy at -0.388 Eh.

Structure (XYZ):
```
27
Properties=species:S:1:pos:R:3:forces:R:3
H 13.3118 -25.9691 -2.6098 -0.1 -0.2 -0.2
H 19.4718 -23.1262 -5.1092 0.2 0.1 -0.1
H 18.3648 -23.5971 -4.1902 -0.5 0.0 0.2
O 15.7250 -21.3637 -0.4830 -0.2 0.1 0.0
O 13.6600 -25.3133 -2.0058 0.3 -0.3 -0.3
H 13.0543 -23.7044 -2.2759 0.3 -0.3 0.3
O 12.6321 -22.8509 -2.1782 -0.3 0.8 -0.3
O 18.8444 -23.8380 -4.9828 0.2 -0.2 -0.1
O 13.9746 -23.3513 -5.0392 0.2 -0.6 0.0
H 18.9536 -26.0037 -2.0459 0.3 0.2 0.0
H 16.0113 -24.5464 -3.0766 -0.1 -0.2 0.2
H 18.9227 -22.8003 -1.9381 0.0 0.2 -0.2
H 16.2441 -21.1185 0.2829 0.1 0.1 0.2
H 13.8568 -25.8030 -1.2072 0.1 0.0 0.4
H 18.0586 -23.8640 -1.2949 -0.3 -0.2 0.0
O 18.1371 -26.5020 -2.0109 -0.4 0.0 0.2
H 11.7227 -23.0021 -2.4357 -0.3 0.0 0.1
H 13.2398 -23.9233 -5.2611 -0.3 -0.1 0.0
H 16.3213 -21.8853 -1.0202 0.1 -0.2 -0.3
O 18.8980 -23.4133 -1.2033 0.2 0.0 0.1
H 14.6414 -23.5514 -5.6960 0.3 0.1 -0.4
H 13.1201 -21.8757 -4.7097 0.3 0.0 0.2
H 15.2593 -23.4980 -3.8687 -0.5 0.2 0.1
O 12.5950 -21.1521 -5.0515 -0.5 0.5 -0.3
H 11.7676 -21.2092 -4.5735 -0.1 0.2 0.2
O 16.0896 -23.6560 -3.4193 1.1 0.0 0.4
H 17.9888 -26.7836 -2.9137 0.0 -0.1 -0.3
```
Positions in Å, forces in eV/Å.

Atomic partial charges in e from the Löwdin method, atoms 1 to 6: H 0.06; H 0.03; H -0.02; O -0.05; O -0.02; H -0.04


4.
Computed, not measured: 9 unconnected molecules or ions with the total composition H18O9, with ωB97M-V with the def2-TZVPD basis set.

The total energy comes out at -687.916304 a.u. Its SMILES is O.O.O.O.O.O.O.O.O. The lowest unoccupied orbital energy is -0.199 eV. As for the net charge: 0. The calculation puts the HOMO energy at -0.418 Eh.

Structure (XYZ):
```
27
Properties=species:S:1:pos:R:3:forces:R:3
H -2.6727 1.4916 -3.5100 0.1 -0.3 0.1
H 0.7639 4.4238 4.0402 0.0 0.1 0.3
H -2.7370 1.3466 5.1644 0.0 -0.2 0.1
O -2.9310 2.2942 -3.9631 -0.2 0.1 -0.1
O -2.5859 2.2866 5.0653 -0.1 0.1 0.1
O 2.0232 -0.6431 3.7631 0.0 0.0 0.3
H 4.9354 -1.4637 -1.8537 0.1 0.1 -0.2
O 1.3690 -0.0907 -3.4657 0.1 0.2 0.2
O -2.1220 -1.6054 -3.4237 0.2 0.3 0.1
H -0.4824 -0.0484 -0.0784 0.1 0.0 -0.3
H 1.2068 3.6898 2.7924 0.2 -0.2 -0.1
O 4.3959 -2.0606 -1.3351 0.1 -0.2 0.1
H 0.6331 -0.6856 -3.3217 -0.3 -0.2 0.0
O -0.3082 0.0725 0.8550 0.2 -0.2 0.2
O 0.4954 4.2258 3.1431 -0.2 0.0 -0.2
H 1.5105 -0.1086 -4.4122 0.1 0.0 -0.2
H 1.4382 -0.5502 3.0112 -0.2 0.0 -0.3
H -2.3437 2.3951 4.1456 0.1 0.1 -0.2
H -2.6119 -2.2571 -2.9223 -0.1 -0.2 0.2
O -0.1163 -4.2191 0.0982 0.1 -0.1 -0.2
H -2.1058 2.7454 -4.1413 0.2 0.2 -0.1
H -2.4078 -1.7340 -4.3282 -0.1 0.0 -0.3
H -0.7520 -3.5039 0.1259 -0.1 0.2 0.0
H 3.7248 -1.5002 -0.9454 -0.2 0.1 0.1
H -0.9985 0.6647 1.1532 -0.2 0.2 0.1
H -0.2204 -4.6654 0.9385 0.0 -0.1 0.2
H 2.8992 -0.5001 3.4048 0.2 0.0 -0.1
```
Positions in Å, forces in eV/Å.

Atomic partial charges in e from the Löwdin method, atoms 1 to 6: H 0.01; H 0.03; H 0.03; O -0.05; O -0.05; O -0.05


Energy relative to the best compared isomer or geometry (same formula, charge and spin), record by record: 69.0, 95.3, 61.4, 68.7 kcal/mol
Frontier orbital gap, record by record: 8.9, 10.3, 10.3, 11.2 eV